(A)
C2H8N2 in the gas phase. Source: the Open Molecules 2025 dataset; level of theory: ωB97M-V/def2-TZVPD.

Geometry (Å):
N (1.81027, -0.27090, -0.21111)
N (-1.98478, -0.05288, -0.10437)
C (-0.60347, -0.54339, 0.02785)
C (0.55687, 0.47980, 0.08911)
H (2.58334, 0.40615, -0.23727)
H (0.43282, 1.12714, -0.80518)
H (-0.44775, -1.19110, -0.82874)
H (-0.59528, -1.19311, 0.91616)
H (0.54175, 1.10931, 0.99494)
H (-2.21817, 0.60383, 0.65715)
H (-2.11548, 0.44783, -0.99844)
H (2.03987, -0.92267, 0.49989)

Results
HOMO energy ... -9.226 eV
LUMO level ... 0.04310 hartree
2S+1 ... 1
Structure (SMILES) ... NCCN
Frontier orbital gap ... 10.40 eV

(B)
2 unconnected molecules or ions with the total composition C2H8N2. Source: the Open Molecules 2025 dataset; level of theory: ωB97M-V/def2-TZVPD.

Geometry (Å):
N (-1.14222, 1.20497, -0.16387)
N (1.32172, 1.07801, -0.09285)
C (1.64308, -0.25786, 0.26782)
C (-1.76583, -0.10190, -0.06717)
H (-2.80427, -0.01408, 0.23488)
H (-1.93847, -0.53950, -1.15179)
H (-0.68540, 1.22204, -1.02391)
H (2.24420, -0.56438, -0.53564)
H (2.36413, -0.39706, 1.13526)
H (-1.27246, -1.00144, 0.35764)
H (0.66959, -0.83792, 0.39327)
H (1.07731, 1.46861, 0.83999)

Results
HOMO energy (alpha / beta) ... -9.962 / -10.049 eV
LUMO level (alpha / beta) ... -0.00651 / -0.00378 hartree
2S+1 ... 1
Frontier orbital gap (alpha / beta) ... 9.78 / 9.95 eV

(C)
A molecular structure, C2H8N2. Source: the Open Molecules 2025 dataset; level of theory: ωB97M-V/def2-TZVPD.

Geometry (Å):
N (1.82371, 0.04819, 0.71073)
N (0.41355, -0.87808, -0.79535)
C (-0.54168, -0.45596, 0.05251)
C (-1.47080, 0.62808, -0.44457)
H (-1.02751, -1.21376, 0.68024)
H (-2.31162, 0.20787, -1.00432)
H (1.88148, 0.74894, -0.03112)
H (0.48700, 0.09778, 0.92462)
H (-1.87166, 1.19292, 0.40024)
H (2.76413, 0.09166, 1.13052)
H (-0.93887, 1.31474, -1.10344)
H (0.79227, -1.78238, -0.52006)

Results
HOMO energy (alpha / beta) ... -8.996 / -8.997 eV
LUMO level (alpha / beta) ... -0.00042 / -0.00040 hartree
2S+1 ... 1
Frontier orbital gap (alpha / beta) ... 8.98 / 8.99 eV

The energetic minimum among the shown structures is (A); the next structure lies 85.5 kcal/mol above.